(1)
{"formula": "C17H25BF5N2O19Tl", "method": "ωB97M-V with the def2-TZVPD basis set", "lumo_energy_ev": -13.72, "total_charge": 2, "de_lowest_kcal_mol": 0.00, "orbital_gap_ev": 2.25, "multiplicity": 1, "e_homo_ha": -0.5868, "elements": ["Tl", "B", "H", "H", "H", "H", "C", "C", "O", "C", "O", "O", "F", "H", "H", "H", "C", "C", "O", "C", "O", "O", "F", "H", "H", "H", "C", "C", "O", "C", "O", "O", "F", "H", "H", "H", "C", "C", "O", "C", "O", "O", "F", "H", "H", "H", "C", "C", "O", "C", "O", "O", "F", "H", "H", "H", "C", "N", "O", "O", "H", "H", "H", "C", "N", "O", "O", "H", "H", "H"], "coordinates": [[3.495, -0.343, 0.090], [0.624, 0.338, 0.264], [0.830, 0.305, -0.982], [0.945, -0.776, 0.597], [1.262, 1.197, 0.827], [-0.557, 0.611, 0.483], [4.772, -3.982, 4.087], [3.451, -4.282, 4.783], [2.489, -3.655, 3.968], [3.091, -2.844, 3.091], [2.521, -2.184, 2.265], [4.413, -2.867, 3.238], [3.401, -3.660, 5.992], [5.123, -4.781, 3.439], [5.547, -3.664, 4.776], [3.241, -5.335, 4.932], [-2.670, 0.266, 2.389], [-3.103, -0.830, 3.436], [-3.490, -0.101, 4.560], [-3.688, 1.186, 4.223], [-4.123, 2.036, 4.901], [-3.349, 1.377, 2.918], [-1.999, -1.539, 3.795], [-3.079, 0.026, 1.410], [-1.566, 0.333, 2.441], [-3.891, -1.487, 3.068], [0.420, 3.816, 2.208], [-0.306, 3.580, 0.884], [-0.621, 4.875, 0.482], [-0.690, 5.679, 1.597], [-1.048, 6.800, 1.589], [-0.270, 4.975, 2.675], [-1.479, 2.906, 1.141], [1.473, 4.087, 2.187], [0.170, 2.969, 2.848], [0.249, 3.104, 0.083], [-1.620, 0.744, -2.651], [-1.473, 2.222, -2.347], [-2.436, 2.858, -3.098], [-2.840, 2.014, -4.106], [-3.568, 2.281, -4.984], [-2.379, 0.763, -3.845], [-0.207, 2.612, -2.807], [-2.235, 0.197, -1.923], [-0.693, 0.180, -2.756], [-1.532, 2.603, -1.333], [-0.480, -3.201, -4.126], [0.862, -3.785, -4.537], [1.745, -3.291, -3.544], [1.195, -2.219, -2.970], [1.782, -1.488, -2.211], [-0.073, -2.071, -3.325], [1.240, -3.326, -5.749], [-1.074, -3.872, -3.512], [-1.002, -2.820, -4.998], [0.950, -4.866, -4.578], [2.472, 3.555, -3.446], [2.439, 3.066, -2.032], [2.011, 3.809, -1.192], [2.705, 1.879, -1.794], [3.087, 2.923, -4.076], [2.951, 4.530, -3.382], [1.429, 3.589, -3.734], [-1.548, -2.390, 0.076], [-2.863, -2.520, -0.618], [-2.839, -2.991, -1.730], [-3.853, -2.222, 0.015], [-1.210, -3.345, 0.457], [-1.646, -1.618, 0.836], [-0.885, -1.938, -0.665]], "nbo_charge": [1.08, -0.56, 0.23, 0.16, 0.04, 0.06, -0.13, 0.43, -0.46, 1.01, -0.65, -0.47, -0.32, 0.22, 0.25, 0.20, -0.13, 0.44, -0.46, 0.96, -0.45, -0.42, -0.33, 0.22, 0.22, 0.19, -0.14, 0.42, -0.48, 0.96, -0.41, -0.44, -0.35, 0.23, 0.22, 0.19, -0.13, 0.43, -0.46, 0.96, -0.46, -0.44, -0.39, 0.20, 0.24, 0.19, -0.13, 0.43, -0.46, 1.01, -0.61, -0.48, -0.31, 0.23, 0.25, 0.20, -0.48, 0.56, -0.30, -0.39, 0.25, 0.26, 0.28, -0.48, 0.53, -0.36, -0.35, 0.26, 0.21, 0.21]}

***

(2)
{"formula": "C33H72O23P2S3", "method": "ωB97M-V with the def2-TZVPD basis set", "lumo_energy_ev": [-3.72, -9.11], "total_charge": 1, "orbital_gap_ev": [8.26, 2.87], "multiplicity": 2, "e_homo_ha": [-0.4403, -0.4403], "elements": ["C", "C", "C", "S", "O", "O", "C", "H", "H", "H", "H", "H", "H", "H", "H", "C", "C", "C", "S", "O", "O", "C", "H", "H", "H", "H", "H", "H", "H", "H", "C", "C", "C", "S", "O", "O", "C", "H", "H", "H", "H", "H", "H", "H", "H", "C", "O", "C", "O", "O", "C", "H", "H", "H", "H", "H", "H", "C", "O", "C", "O", "O", "C", "H", "H", "H", "H", "H", "H", "C", "O", "C", "O", "O", "C", "H", "H", "H", "H", "H", "H", "C", "C", "O", "P", "O", "O", "C", "C", "O", "C", "C", "H", "H", "H", "H", "H", "H", "H", "H", "H", "H", "H", "H", "H", "H", "H", "C", "C", "O", "P", "O", "O", "C", "C", "O", "C", "C", "H", "H", "H", "H", "H", "H", "H", "H", "H", "H", "H", "H", "H", "H", "H"], "coordinates": [[-1.828, -0.331, -6.147], [-0.577, -0.846, -6.939], [-0.048, 0.168, -7.939], [-0.555, 1.772, -7.329], [-0.908, 2.724, -8.432], [0.349, 2.257, -6.303], [-2.141, 1.029, -6.649], [-1.775, -0.448, -5.065], [-2.695, -0.958, -6.358], [-0.615, -1.908, -7.178], [0.160, -0.905, -6.138], [-0.563, -0.026, -8.880], [1.025, 0.170, -8.128], [-2.861, 0.782, -7.429], [-2.579, 1.644, -5.862], [-6.465, 2.117, 1.120], [-5.962, 3.381, 0.380], [-4.825, 2.942, -0.603], [-4.096, 1.472, 0.190], [-2.763, 1.699, 0.578], [-4.428, 0.294, -0.668], [-5.204, 1.399, 1.584], [-6.955, 1.516, 0.354], [-6.947, 2.380, 2.061], [-5.769, 4.185, 1.090], [-6.667, 3.807, -0.335], [-4.047, 3.702, -0.682], [-5.141, 2.639, -1.601], [-4.767, 2.117, 2.278], [-5.408, 0.395, 1.956], [0.419, -2.101, -2.310], [-1.104, -2.089, -2.290], [-1.635, -2.220, -0.889], [-0.150, -2.095, 0.421], [0.272, -3.415, 0.922], [-0.168, -0.838, 1.220], [0.954, -1.689, -0.950], [0.791, -1.621, -3.216], [0.791, -3.099, -2.542], [-1.602, -2.743, -3.006], [-1.482, -1.144, -2.680], [-1.946, -3.264, -0.865], [-2.411, -1.532, -0.553], [1.882, -2.174, -0.648], [1.121, -0.620, -0.825], [1.348, -6.372, -2.418], [2.391, -5.482, -2.001], [2.928, -5.508, -0.760], [3.488, -4.542, -0.321], [2.517, -6.626, 0.011], [2.900, -6.804, 1.349], [0.515, -5.674, -2.505], [1.070, -7.246, -1.828], [1.582, -6.729, -3.421], [3.031, -7.840, 1.663], [2.016, -6.575, 1.944], [3.724, -6.179, 1.691], [3.030, 5.664, 1.703], [2.173, 4.875, 2.611], [1.734, 3.694, 2.336], [2.272, 2.894, 1.614], [0.634, 3.600, 2.993], [-0.018, 2.358, 3.172], [2.878, 5.285, 0.692], [4.065, 5.372, 1.883], [2.828, 6.734, 1.679], [0.058, 1.926, 4.170], [0.221, 1.620, 2.406], [-1.071, 2.554, 2.971], [4.980, 0.464, -5.173], [5.358, 0.923, -3.890], [4.410, 0.928, -2.932], [3.210, 0.689, -3.112], [4.927, 0.973, -1.828], [4.144, 0.956, -0.625], [4.429, -0.461, -5.003], [5.895, 0.450, -5.765], [4.267, 1.047, -5.757], [4.794, 1.456, 0.095], [3.926, -0.087, -0.395], [3.182, 1.464, -0.682], [0.877, 2.709, -1.811], [-0.271, 2.998, -2.798], [-0.867, 4.310, -2.918], [-0.192, 5.765, -2.645], [-1.055, 6.906, -3.119], [1.334, 5.765, -3.399], [1.452, 6.498, -4.633], [1.239, 5.520, -5.850], [0.171, 5.635, -1.089], [-0.845, 5.392, -0.207], [-0.836, 6.198, 1.078], [1.714, 3.228, -2.278], [0.746, 3.043, -0.782], [1.149, 1.654, -1.835], [0.189, 2.533, -3.670], [-1.149, 2.370, -2.645], [0.777, 7.354, -4.621], [2.476, 6.866, -4.698], [1.501, 5.948, -6.818], [1.860, 4.625, -5.820], [0.250, 5.062, -5.825], [-1.757, 5.788, -0.652], [-0.971, 4.311, -0.138], [-1.774, 6.193, 1.632], [-0.112, 5.937, 1.850], [-0.555, 7.211, 0.788], [0.082, -0.955, 9.076], [0.017, -2.437, 9.110], [-0.059, -3.115, 7.859], [-1.092, -4.324, 7.511], [-2.509, -4.156, 8.029], [-1.007, -4.432, 5.871], [0.267, -4.291, 5.261], [0.303, -4.978, 4.013], [-0.323, -5.640, 7.953], [-0.890, -6.955, 7.800], [-0.297, -7.883, 8.822], [0.412, -0.388, 9.946], [0.693, -0.741, 8.199], [-0.933, -0.611, 8.878], [0.939, -2.655, 9.650], [-0.793, -2.638, 9.811], [0.448, -3.223, 5.142], [1.096, -4.560, 5.916], [-0.450, -4.475, 3.405], [1.219, -4.931, 3.426], [-0.030, -6.004, 4.175], [-1.979, -6.970, 7.774], [-0.569, -7.225, 6.794], [-0.338, -8.914, 8.472], [0.779, -7.794, 8.970], [-0.855, -7.852, 9.758]], "mulliken_spin": [0.00, 0.00, 0.00, 0.00, 0.00, 0.00, 0.00, 0.00, 0.00, 0.00, 0.00, 0.00, 0.00, 0.00, 0.00, 0.00, 0.00, 0.00, 0.00, 0.00, 0.00, 0.00, 0.00, 0.00, 0.00, 0.00, 0.00, 0.00, 0.00, 0.00, 0.01, -0.01, 0.15, 0.04, 0.20, 0.33, 0.17, 0.02, 0.01, 0.01, 0.01, 0.01, 0.04, 0.00, 0.01, 0.00, 0.00, 0.00, 0.00, 0.00, 0.00, 0.00, 0.00, 0.00, 0.00, 0.00, 0.00, 0.00, 0.00, 0.00, 0.00, 0.00, 0.00, 0.00, 0.00, 0.00, 0.00, 0.00, 0.00, 0.00, 0.00, 0.00, 0.00, 0.00, 0.00, 0.00, 0.00, 0.00, 0.00, 0.00, 0.00, 0.00, 0.00, 0.00, 0.00, 0.00, 0.00, 0.00, 0.00, 0.00, 0.00, 0.00, 0.00, 0.00, 0.00, 0.00, 0.00, 0.00, 0.00, 0.00, 0.00, 0.00, 0.00, 0.00, 0.00, 0.00, 0.00, 0.00, 0.00, 0.00, 0.00, 0.00, 0.00, 0.00, 0.00, 0.00, 0.00, 0.00, 0.00, 0.00, 0.00, 0.00, 0.00, 0.00, 0.00, 0.00, 0.00, 0.00, 0.00, 0.00, 0.00, 0.00, 0.00]}

***

> multiplicity of number 1 (C17H25BF5N2O19Tl)?

1